1.
17
Properties=species:S:1:pos:R:3:forces:R:3 method="wB97M-V/def2-TZVPD" largest_force_ev_per_a=7.2 de_lowest_kcal_mol=111.36 homo_lumo_gap_ev=8.55 total_charge=+1
C -2.207 1.674 0.202 -0.932 3.681 1.059
C -1.724 0.479 0.225 6.705 2.607 -0.764
C 0.342 0.401 -0.124 -5.183 4.059 0.618
C 2.215 -1.219 0.220 0.759 1.033 2.301
N -1.649 -1.675 -0.215 1.318 -0.827 -0.387
N -2.261 -0.647 -0.004 -3.781 -3.052 -0.575
N 1.033 1.457 -0.496 2.887 -1.158 -0.510
N 0.848 -0.692 0.179 0.114 -5.385 1.657
H -3.286 1.837 0.327 0.293 -0.365 -0.366
H -1.647 2.666 0.256 -0.417 -1.824 -0.172
H 2.441 -1.691 1.289 -0.509 1.195 -2.370
H 2.914 -0.387 -0.002 -0.078 -0.763 0.419
H 2.320 -1.954 -0.533 0.164 -0.846 -0.700
H -2.262 -2.403 -0.559 -0.641 -0.320 0.308
H 0.769 2.443 -0.529 0.032 -0.899 -0.064
H 2.050 1.118 -0.631 -1.923 2.042 0.059
H 0.104 -1.406 0.396 1.191 0.822 -0.513

=====

2.
68
Properties=species:S:1:pos:R:3:forces:R:3 method="wB97M-V/def2-TZVPD" largest_force_ev_per_a=1.1 homo_lumo_gap_ev="7.47 / 8.07" s_squared=8.792 total_charge=+1 multiplicity=6
Dy 0.486 0.419 -0.543 -1.049 -0.225 0.364
C 1.507 -0.468 2.967 0.017 0.251 -0.165
C 2.160 0.859 2.600 -0.102 -0.183 0.054
N 1.287 1.636 1.708 -0.007 -0.066 -0.030
C 0.100 2.158 2.396 -0.034 -0.012 -0.098
C -1.092 1.228 2.363 0.013 0.065 0.120
C -2.071 1.337 3.342 -0.025 -0.009 -0.015
C -3.166 0.492 3.299 0.043 -0.040 -0.062
C -3.226 -0.474 2.307 0.000 0.025 0.036
C -2.204 -0.528 1.372 -0.062 -0.064 0.011
C -2.213 -1.580 0.285 0.040 0.066 0.024
N -0.864 -1.910 -0.199 -0.162 0.205 0.110
C -0.167 -2.907 0.643 0.064 0.093 0.147
C 0.289 -2.339 1.979 -0.093 0.002 -0.145
N 1.159 -1.193 1.751 0.063 -0.171 -0.105
N -1.179 0.326 1.382 -0.109 0.090 -0.160
H 0.590 -0.281 3.532 -0.008 -0.054 0.039
H 2.178 -1.037 3.621 -0.012 -0.005 0.029
H 3.101 0.677 2.078 -0.006 0.014 -0.034
H 2.378 1.408 3.522 0.062 0.029 -0.026
H 1.811 2.430 1.361 0.005 0.050 -0.023
H -0.198 3.075 1.896 0.059 0.039 0.011
H 0.326 2.401 3.440 -0.013 -0.015 0.023
H -1.972 2.075 4.127 0.025 -0.003 -0.014
H -3.948 0.563 4.042 0.009 0.008 0.005
H -4.044 -1.180 2.263 0.017 -0.005 -0.010
H -2.794 -1.194 -0.558 0.001 -0.041 -0.021
H -2.733 -2.468 0.661 -0.038 -0.004 -0.038
H -0.968 -2.335 -1.111 0.071 0.106 -0.115
H 0.713 -3.241 0.089 -0.041 -0.042 -0.048
H -0.811 -3.775 0.826 0.013 -0.026 -0.043
H 0.779 -3.141 2.545 0.000 0.002 0.015
H -0.569 -2.015 2.570 0.011 -0.001 0.041
H 2.022 -1.537 1.342 0.051 -0.039 -0.011
O -0.435 2.415 -0.382 0.177 -0.101 0.097
C -1.467 3.091 -0.800 -0.359 0.297 -0.277
C -2.212 3.912 0.076 0.194 -0.123 0.139
C -3.292 4.645 -0.359 -0.010 -0.005 -0.106
C -3.690 4.614 -1.699 -0.090 0.094 0.057
C -2.984 3.831 -2.577 0.065 -0.067 -0.038
C -1.890 3.058 -2.154 -0.009 0.079 0.317
C -1.201 2.259 -3.124 0.134 -0.087 -0.031
N -0.297 1.381 -2.879 0.062 -0.210 -0.008
C 0.230 0.675 -4.039 -0.133 -0.115 -0.069
C -0.004 -0.815 -3.825 -0.005 0.168 -0.083
N 0.733 -1.175 -2.626 0.184 -0.013 0.161
C 1.642 -2.066 -2.751 -0.192 0.107 -0.062
C 2.608 -2.405 -1.733 0.154 0.126 0.290
C 3.229 -3.662 -1.796 -0.114 0.065 -0.044
C 4.168 -4.053 -0.871 0.087 -0.027 0.065
C 4.541 -3.146 0.122 -0.020 -0.077 -0.040
C 3.983 -1.887 0.177 -0.042 0.259 -0.021
C 2.994 -1.463 -0.740 0.494 -0.441 -0.063
O 2.495 -0.256 -0.661 0.624 0.076 -0.067
H -1.914 3.963 1.115 -0.010 0.013 -0.012
H -3.833 5.263 0.346 0.000 -0.009 0.004
H -4.532 5.204 -2.033 0.010 -0.019 -0.015
H -3.271 3.797 -3.623 0.021 -0.009 -0.004
H -1.498 2.434 -4.164 0.010 -0.016 -0.011
H 1.307 0.848 -4.110 0.004 0.031 -0.037
H -0.239 1.007 -4.971 0.014 0.011 0.001
H 0.322 -1.385 -4.701 -0.007 -0.044 0.036
H -1.075 -0.981 -3.676 -0.004 -0.031 0.012
H 1.729 -2.620 -3.692 -0.021 0.020 -0.012
H 2.939 -4.337 -2.594 0.012 -0.003 0.002
H 4.629 -5.029 -0.924 -0.028 -0.001 -0.011
H 5.292 -3.425 0.850 0.006 0.007 -0.008
H 4.323 -1.173 0.919 -0.015 0.004 -0.025

=====

3.
11
Properties=species:S:1:pos:R:3:forces:R:3 method="wB97M-V/def2-TZVPD" largest_force_ev_per_a=3.9 de_lowest_kcal_mol=86.31 homo_lumo_gap_ev=9.58 total_charge=0
C 1.755 -0.658 -0.348 -0.145 -0.858 -1.198
N 0.837 0.376 -0.197 0.141 -1.802 -0.111
N -2.004 0.005 -0.114 -1.944 2.486 0.612
O 1.028 1.254 0.898 0.242 -0.133 -0.274
O 2.951 -0.611 -0.003 -3.159 -0.387 -0.376
H 1.172 -1.687 -0.979 1.854 3.039 1.638
H -0.207 0.220 -0.420 1.684 0.087 1.088
H -2.464 0.995 -0.111 1.307 -2.007 0.056
H -2.497 -0.413 -0.897 -0.035 -0.476 0.185
H -2.373 -0.388 0.776 0.438 0.019 -1.024
H 1.802 0.908 1.394 -0.383 0.032 -0.595

=====

4.
42
Properties=species:S:1:pos:R:3:forces:R:3 method="wB97M-V/def2-TZVPD" largest_force_ev_per_a=3.1 homo_lumo_gap_ev=3.28 total_charge=+1
Li 14.837 7.032 -3.627 0.276 0.130 0.538
Li 15.041 10.283 -4.509 0.390 -0.245 0.232
Li 17.580 8.319 -0.967 -0.213 -0.211 0.228
In 18.095 11.762 -2.092 -0.248 -0.673 0.005
In 18.684 7.759 -4.721 -0.511 0.108 0.858
C 20.190 11.117 -7.378 -0.892 -0.120 2.384
C 21.260 11.841 -7.926 -0.229 1.186 -2.599
C 22.087 12.743 -7.041 2.525 -0.815 -1.688
O 23.194 13.153 -7.388 -1.134 -0.009 -0.287
C 21.716 12.890 -5.714 -0.317 0.415 1.561
C 20.562 12.307 -5.122 -0.844 0.049 -0.360
C 19.792 11.284 -5.982 0.711 -0.163 0.485
O 18.955 10.609 -5.415 -0.401 -0.070 -0.382
O 20.184 12.623 -4.011 -0.117 -0.330 0.044
O 21.345 11.860 -9.151 0.731 -0.037 0.807
H 19.577 10.478 -7.999 0.128 -0.028 -0.175
H 22.388 13.477 -5.096 -0.067 0.005 0.104
P 20.000 8.849 -1.530 -2.154 -0.533 0.992
O 19.331 7.500 -1.945 0.961 1.131 0.112
O 19.021 9.501 -0.516 1.449 -0.392 -0.804
O 19.958 9.692 -2.816 0.749 0.042 -0.140
O 21.482 8.820 -1.196 -0.532 0.223 -0.420
P 15.952 8.990 -2.640 2.860 0.234 -0.771
O 16.572 7.559 -2.583 -1.651 -0.303 0.899
O 16.183 9.834 -1.392 -0.270 -0.965 0.112
O 14.540 8.921 -3.252 -0.197 -0.301 -0.632
O 16.878 9.630 -3.710 -0.429 1.364 -1.514
O 12.427 9.257 -1.635 0.344 -0.109 -0.365
H 13.142 9.074 -2.285 -0.654 0.351 0.805
H 12.864 9.687 -0.888 -0.072 -0.121 0.010
C 15.696 9.619 1.805 -0.700 0.852 -0.876
O 14.759 10.088 0.826 -0.027 -0.427 -0.080
H 15.982 8.594 1.552 0.329 -0.015 0.339
H 16.522 10.335 1.788 0.430 -0.473 0.301
H 15.218 9.660 2.780 0.018 -0.167 0.006
H 15.190 9.926 -0.043 -0.302 0.364 0.594
C 17.700 3.813 -3.152 0.356 -0.106 -0.488
O 17.766 5.229 -3.260 -0.472 0.257 -0.010
H 18.573 3.440 -2.611 -0.111 -0.120 -0.066
H 16.789 3.436 -2.681 -0.011 0.211 0.048
H 17.717 3.467 -4.188 0.100 -0.349 0.222
H 17.329 5.649 -2.510 0.198 0.159 -0.031

=====

5.
13
Properties=species:S:1:pos:R:3:forces:R:3 method="wB97M-V/def2-TZVPD" largest_force_ev_per_a=2.3 de_lowest_kcal_mol=83.92 homo_lumo_gap_ev=7.95 total_charge=0
C -0.617 0.981 0.210 -0.026 -0.326 0.302
C 0.869 -0.520 -1.304 0.966 0.557 -0.066
C 0.484 -0.038 0.047 -0.675 -1.378 0.579
N -1.554 0.237 1.046 1.243 -0.630 -0.011
N 0.709 -0.688 1.142 -0.165 0.495 -0.618
H -2.411 0.776 1.148 0.275 -0.392 0.698
H -0.505 -0.560 1.655 -1.358 1.731 -0.596
H 1.358 -1.467 1.118 -0.199 -0.043 -0.184
H -1.013 1.261 -0.778 0.137 0.040 0.085
H -0.187 1.886 0.696 -0.064 -0.093 -0.251
H 1.501 -1.408 -1.271 -0.016 0.064 0.029
H -0.033 -0.737 -1.879 -0.103 0.058 0.198
H 1.400 0.278 -1.831 -0.015 -0.084 -0.165